Below is a molecular structure, C23H46Cl20F4InO2S in a non-equilibrium geometry, with properties calculated with the ωB97M-V functional and the def2-TZVPD basis.

## Properties
- Strongest force on any atom: 4.45 eV Å⁻¹
- Total energy: -306019.037 eV
- Lowest unoccupied orbital energy: 1.703 eV

Geometry as ORCA input:
```
! wB97M-V def2-TZVPD RIJCOSX def2/J DEFGRID3
* xyz -1 1
H -0.2736 -2.6960 -2.8629
Cl 5.1071 0.6672 -7.5082
H -0.8657 -4.7190 -6.1366
H -2.2932 1.2531 1.0775
H -4.7129 -7.4806 -1.6042
H 4.4484 -2.5385 -9.2251
H 1.6551 2.5686 -4.2124
O -0.0372 4.5406 -0.2981
C 3.2451 1.2336 -4.7544
F -0.3205 5.6169 3.4644
H 2.4308 -1.6299 3.2665
C 1.5365 -0.6369 1.5572
H -3.3873 -4.9815 -6.3122
H -3.5471 0.1057 5.4002
Cl 2.3398 0.9414 1.8679
C -4.3144 -8.7979 0.0417
Cl -2.5568 -6.9144 -0.8863
H -4.5474 -8.1066 0.8522
H -3.5465 -8.7528 -1.9844
H -2.3641 1.7472 6.9367
H 2.5619 3.5804 8.6073
Cl 3.2115 -2.1584 -7.2712
H -3.0765 0.9312 -0.4737
F -2.0141 5.9867 1.9268
H -3.4162 0.6060 7.7829
C 5.1552 5.4968 1.7428
H 1.3006 4.3902 7.6695
C 0.1193 -4.0118 -1.2177
H 2.6492 0.3295 -4.8860
Cl 2.1757 1.4167 -2.2426
H 5.1508 5.2679 2.8655
F -0.0123 6.9461 1.6216
H -2.5689 -1.1974 1.6890
H -5.4291 5.5220 -0.3344
H 1.4587 -0.7634 0.4782
H -0.7720 -4.6046 -1.4333
Cl -3.7328 -6.1291 -4.2795
C 0.5593 -3.2753 -2.4648
Cl 4.8742 0.7477 -4.2212
H -6.6524 4.5630 0.5072
H -0.9186 -5.4924 -4.5481
C -5.6795 4.5194 0.0166
C -3.2019 -0.6874 0.9616
H 6.0842 -0.7334 -9.1113
H 1.0198 1.8691 7.8089
C -1.4935 -4.9013 -5.2623
Cl 1.3635 -5.1452 -0.6294
H -0.1191 -3.3205 -0.4082
H 3.5658 -1.0090 -9.3012
C -0.6174 5.7951 2.0983
Cl 3.8368 -2.1267 1.4352
H 2.3822 3.4787 3.6727
Cl -1.8270 -3.3141 -4.5272
Cl 3.3974 4.4245 6.5882
Cl -5.0463 2.4825 1.7352
H -4.0981 -0.3370 1.4758
H 0.5272 -0.5561 1.9650
C 2.2605 -1.8037 2.2034
C -2.6330 -0.1558 5.9366
In 2.3900 3.7641 1.8910
H -2.5127 -6.5154 -6.2427
C 3.6348 5.5417 1.2772
H 2.5398 1.6729 6.9287
O -0.9526 3.1075 1.4595
C 1.6912 2.3395 7.0885
Cl -3.7353 -1.8893 -0.2451
H 3.3608 1.7098 -5.7291
Cl 0.7943 2.4679 5.5561
Cl 1.8772 -2.1238 -2.1362
H 1.6665 -2.7152 2.0983
Cl -1.1542 0.1761 8.2188
H 0.8963 -3.9644 -3.2407
C 2.1353 3.6912 7.6082
H -3.6515 3.8811 0.4429
H 3.2305 3.0521 -3.5740
Cl -3.0702 -9.9324 0.6234
F 3.0591 6.7612 1.8110
Cl -5.8347 3.4900 -1.4301
H -2.6731 -1.2186 6.1793
C -3.8784 -8.0626 -1.2083
S -0.0233 4.2678 1.1902
C 2.5889 2.1963 -3.7867
C -2.5085 0.6949 7.1830
C -4.6026 4.0242 0.9583
Cl -1.2816 0.1039 4.8084
H 6.0265 -1.5049 -7.5221
H -4.4487 4.7489 1.7591
H 5.5549 6.5692 1.6540
C -2.4850 0.4845 0.3262
H -5.2073 -9.3890 -0.1694
H 2.8152 2.2335 1.0020
H 3.6277 5.6354 0.1466
H 5.8130 4.7959 1.1503
Cl -0.9045 0.0240 -0.3461
C -2.7620 -5.6135 -5.6808
C 5.4529 -0.9179 -8.2400
C 4.1901 -1.6376 -8.6654
*
```

---

Below is 2 unconnected molecules or ions with the total composition C5H5FO2 in a non-equilibrium geometry, with properties calculated with the ωB97M-V functional and the def2-TZVPD basis.

## Properties
- Strongest force on any atom: 4.29 eV Å⁻¹
- Total energy: -12075.546 eV
- ΔE to the lowest compared entry with this formula, charge and spin: 226.1 kJ/mol
- Lowest unoccupied orbital energy: 0.948 eV

Geometry as ORCA input:
```
! wB97M-V def2-TZVPD RIJCOSX def2/J DEFGRID3
* xyz 0 1
O 0.1573 1.0001 -1.0407
C -0.4156 0.5996 0.1391
H 0.0317 -1.3930 0.8780
C 1.6807 -0.3638 -0.0685
C -2.3317 -0.2937 -0.1554
H -3.1171 0.4615 -0.1581
H 2.5850 -0.9079 0.1146
H 0.6994 -0.0795 1.8641
C 1.4091 0.4319 -1.0938
F -0.7926 1.6802 0.8850
C 0.4847 -0.3955 0.8398
H 1.9904 0.7265 -1.9453
O -2.3811 -1.4664 -0.2586
*
```

---

Below is 2 unconnected molecules or ions with the total composition CH3F2NS in a non-equilibrium geometry, with properties calculated with the ωB97M-V functional and the def2-TZVPD basis.

## Properties
- Strongest force on any atom: 4.18 eV Å⁻¹
- Total energy: -18841.102 eV
- ΔE to the lowest compared entry with this formula, charge and spin: 325.3 kJ/mol
- Lowest unoccupied orbital energy (alpha / beta): -1.928 / -2.456 eV

Geometry as ORCA input:
```
! wB97M-V def2-TZVPD RIJCOSX def2/J DEFGRID3
* xyz 0 1
S 2.0890 -0.9868 -2.3675
H 0.5802 0.9543 0.2764
N 1.4692 0.2552 -1.8296
F 2.4704 -1.8871 -1.0044
H 0.0855 -1.0263 0.3556
C 0.0043 0.0817 0.1021
F 0.7411 -2.1590 -2.5991
H -0.9633 0.1049 -0.3733
*
```

---

Below is a molecular structure, C11H27F6IrNO4S6SbSi3 in a non-equilibrium geometry, with properties calculated with the ωB97M-V functional and the def2-TZVPD basis.

## Properties
- Strongest force on any atom: 2.46 eV Å⁻¹
- ⟨S²⟩: 6.022
- Total energy: -135851.433 eV
- ΔE to the lowest compared entry with this formula, charge and spin: 0.0 kJ/mol
- Lowest unoccupied orbital energy (alpha / beta): -0.116 / -1.924 eV

Geometry as ORCA input:
```
! wB97M-V def2-TZVPD RIJCOSX def2/J DEFGRID3
* xyz 0 5
H 3.1394 2.2660 2.0165
H -2.6610 -0.0928 -3.6196
S 3.0291 -1.2512 -0.3019
H 3.9950 3.1258 -0.8665
S 0.4590 -4.6855 1.8412
H -0.5264 1.5228 3.5028
H 0.7927 4.7658 -1.5192
H -2.6414 3.8918 0.7976
H -1.3700 2.6713 -3.3965
C -3.0476 2.8492 0.7683
F -2.6419 -4.7911 1.0891
Si -1.8938 1.6024 1.4949
H 3.2832 1.7089 -1.5778
O -0.3670 -5.3565 2.7759
F -3.3998 -3.5113 -0.4508
Si 1.7070 2.9543 -0.0206
H -0.6530 1.8219 -4.6761
H -2.4927 -1.1328 -2.2070
F 1.7737 -6.9256 1.6996
C 0.6330 -0.7396 -3.2201
H 0.1396 -1.2841 -4.0186
H -3.0597 0.5882 -2.0044
S -0.7648 -3.8234 -0.4743
H 3.1076 4.0269 1.6031
H -3.4385 2.5738 -0.1937
H 0.9388 -1.4725 -2.4747
O 0.9012 -3.3714 2.1638
S 2.3005 -0.4331 2.8150
H -3.4135 -0.0886 2.5440
F 2.6451 -5.2672 0.6163
C 2.5445 3.0712 1.6831
O -0.8427 -2.4416 -0.0196
H 2.9315 3.3088 -2.1554
O -0.5378 -3.9997 -1.8790
F 2.8882 -5.3757 2.7450
H -0.6211 3.1502 2.9340
C 2.0226 -5.6206 1.7334
H 1.5681 5.3935 -0.1052
C -2.3276 -0.0796 -2.5419
C -1.2157 2.2186 3.0178
S 4.1968 -0.5061 2.6672
N 0.0253 -4.8172 0.3541
Ir 1.2100 -1.1381 0.9634
H -2.1369 -0.8189 1.5439
S 4.7629 -1.1422 0.7952
H -2.0877 2.4481 3.6802
F -2.6888 -5.4782 -0.9636
H -3.5303 -0.0951 0.7560
Sb -0.0028 0.9862 -0.1240
H 0.3864 2.8078 -3.6018
C 3.1194 2.7283 -1.2641
H 1.8145 3.2435 2.4713
C -0.5021 2.0776 -3.6417
C -2.8515 0.0008 1.6077
Si -0.5525 0.5759 -2.5896
C -2.4800 -4.4411 -0.1836
H -0.1018 4.6999 0.0392
H -3.9238 2.8535 1.4714
C 0.9002 4.5553 -0.4395
H 1.5588 -0.3073 -3.6599
*
```